(1)
3 unconnected molecules or ions with the total composition C5H10N2S, computed with ωB97M-V with the def2-TZVPD basis set.

Atoms and positions in Å:
C1 -0.58 -0.46 -0.04
C2 -0.62 0.54 -1.22
C3 0.41 1.64 0.71
C4 -0.04 0.15 1.22
C5 0.84 -0.83 0.48
H1 -0.84 -3.13 -0.56
H2 -2.58 -1.45 0.86
H3 -0.37 0.46 -2.25
H4 -1.72 1.03 -1.19
H5 1.03 1.60 -1.16
H6 -0.27 2.33 1.18
H7 1.28 1.95 1.12
H8 -0.52 -0.07 2.25
H9 0.67 -1.85 0.99
H10 2.22 -1.47 -1.21
N1 -1.63 -1.58 -0.27
N2 0.23 1.77 -0.67
S1 2.50 -0.62 -0.25

Properties
HOMO-LUMO gap, eV: 7.746

(2)
A single C5H10N2S molecule, computed with ωB97M-V with the def2-TZVPD basis set.

Atoms and positions in Å:
C1 -3.24 -0.80 -0.16
N1 -2.41 0.13 0.07
N2 -1.11 -0.27 -0.16
C2 -0.17 0.53 0.62
C3 0.06 1.90 -0.05
C4 1.46 1.39 -0.59
C5 1.34 0.23 0.46
S1 1.87 -1.42 0.01
H1 -4.34 -0.63 -0.11
H2 -2.87 -1.82 -0.44
H3 -0.93 -1.28 -0.12
H4 -0.51 0.60 1.68
H5 -0.71 2.17 -0.78
H6 0.17 2.75 0.68
H7 1.39 1.10 -1.64
H8 2.29 2.06 -0.44
H9 1.89 0.59 1.34
H10 1.62 -1.30 -1.32

Properties
HOMO-LUMO gap, eV: 9.546
SMILES string: C=NN[C@@H]1CC[C@@H]1S

(3)
A single C5H10N2S molecule, computed with ωB97M-V with the def2-TZVPD basis set.

Atoms and positions in Å:
C1 0.65 -2.11 -0.03
C2 -0.11 -1.06 0.10
N1 0.26 0.10 -0.62
C3 1.19 0.11 -1.87
C4 -0.64 1.16 -0.51
S1 -0.43 2.59 -1.25
C5 -1.33 1.03 0.87
N2 -0.32 1.14 1.83
H1 1.67 -2.27 -0.53
H2 0.40 -3.04 0.59
H3 -0.94 -0.85 0.87
H4 2.13 0.39 -1.26
H5 0.60 0.94 -2.45
H6 1.38 -0.91 -2.30
H7 -1.89 0.08 1.04
H8 -2.24 1.71 1.01
H9 0.64 0.33 1.79
H10 -1.02 0.67 2.73

Properties
HOMO-LUMO gap, eV: 8.672
SMILES string: C=CN(C)C(=S)CN

(4)
A single C5H10N2S molecule, computed with ωB97M-V with the def2-TZVPD basis set.

Atoms and positions in Å:
H1 -3.45 -0.53 0.01
N1 -2.78 -0.33 -0.71
C1 -1.65 -0.01 -0.22
C2 -0.46 0.38 -1.05
C3 0.74 0.36 -0.09
C4 1.85 1.34 -0.45
S1 1.51 -1.29 0.00
C5 0.05 0.72 1.25
N2 -1.25 0.07 1.11
H2 -0.35 -0.27 -1.92
H3 -0.61 1.42 -1.43
H4 1.41 2.34 -0.58
H5 2.27 1.08 -1.45
H6 2.64 1.35 0.30
H7 0.38 -1.93 0.39
H8 -0.04 1.81 1.31
H9 0.60 0.35 2.12
H10 -1.95 0.16 1.84

Properties
HOMO-LUMO gap, eV: 9.715
SMILES string: [H]/N=C1/C[C@](C)(S)CN1

Which is most stable? The ranking, best first, is (4), (2), (3), (1).

(1)
A molecular structure, C5H10N2S, computed with ωB97M-V with the def2-TZVPD basis set.

Atoms and positions in Å:
C1 1.80 1.22 0.11
C2 0.88 0.04 -0.14
C3 0.05 -0.47 1.21
C4 -1.61 -0.19 -0.32
C5 -0.38 0.57 -1.03
H1 1.27 1.85 1.00
H2 1.77 2.14 -1.00
H3 3.09 1.00 0.12
H4 0.65 -2.16 -0.61
H5 -0.07 0.39 1.79
H6 0.58 -1.21 2.08
H7 -1.54 -1.72 1.20
H8 -3.34 -0.82 -0.37
H9 -0.46 0.37 -2.08
H10 -0.71 1.64 -0.79
N1 -1.03 -1.04 0.63
N2 -2.65 -0.19 -0.96
S1 1.71 -1.40 -0.83

Properties
HOMO-LUMO gap, eV: 9.386

(2)
A single C5H10N2S molecule, computed with ωB97M-V with the def2-TZVPD basis set.

Atoms and positions in Å:
C1 -1.53 -1.07 -0.90
C2 -1.46 -0.55 0.54
C3 -0.64 0.73 0.53
S1 -1.06 2.10 -0.16
C4 0.71 0.49 1.30
N1 0.98 -0.79 0.64
C5 1.55 -0.30 -0.44
N2 1.99 0.98 -0.69
H1 -0.62 -1.19 -1.67
H2 -1.70 -2.33 -0.81
H3 -2.47 -0.40 -1.54
H4 -1.07 -1.15 1.46
H5 -2.63 -0.34 0.96
H6 0.63 0.29 2.38
H7 1.47 1.36 1.03
H8 1.85 -1.03 -1.10
H9 1.51 1.88 -0.03
H10 2.47 1.29 -1.49

Properties
HOMO-LUMO gap, eV: 8.435
SMILES string: CCC(=S)C/N=C\N

(3)
A single C5H10N2S molecule, computed with ωB97M-V with the def2-TZVPD basis set.

Atoms and positions in Å:
H1 2.79 -2.21 -0.02
N1 1.95 -1.50 -0.27
C1 0.83 -1.75 0.31
N2 -0.28 -0.98 -0.03
C2 -1.60 -1.24 0.30
S1 -3.05 -0.61 -0.28
C3 -0.11 0.18 -1.01
C4 0.62 1.33 -0.38
C5 -0.32 1.88 0.72
H2 0.33 -2.61 0.83
H3 -1.39 -2.05 1.14
H4 0.56 0.10 -1.85
H5 -1.27 0.39 -1.20
H6 1.14 2.12 -1.18
H7 1.51 1.00 -0.02
H8 -0.91 0.93 1.20
H9 -1.10 2.45 0.11
H10 0.29 2.56 1.62

Properties
HOMO-LUMO gap, eV: 8.705
SMILES string: [H]/N=C/N(C=S)CCC

Which is most stable? The ranking, best first, is (3), (1), (2).

(1)
2 unconnected molecules or ions with the total composition C5H12N2O, computed with ωB97M-V with the def2-TZVPD basis set.

Atoms and positions in Å:
C1 -0.98 1.85 -0.56
C2 -1.41 0.39 -0.69
N1 -2.08 -0.06 0.51
C3 -0.34 -0.64 -1.21
O1 -0.32 -1.77 -0.81
H1 -0.30 2.13 -1.37
H2 -1.86 2.49 -0.59
H3 -0.49 2.02 0.39
H4 -2.15 0.35 -1.50
H5 -1.43 -0.03 1.29
H6 -2.36 -1.03 0.39
H7 0.17 -0.32 -2.14
C4 1.40 -1.27 1.76
C5 1.98 -1.00 0.60
N2 1.67 0.09 -0.20
H8 0.62 -0.65 2.17
H9 1.65 -2.15 2.32
H10 2.76 -1.63 0.21
H11 1.07 0.81 0.24
H12 2.40 0.40 -0.82

Properties
HOMO-LUMO gap, eV: 9.406
SMILES string: C[C@H](N)C=O.C=CN

(2)
A single C5H12N2O molecule, computed with ωB97M-V with the def2-TZVPD basis set.

Atoms and positions in Å:
C1 3.24 0.50 -0.05
C2 2.05 -0.08 0.13
C3 0.81 0.67 0.72
C4 -0.41 0.75 -0.17
O1 -0.17 0.48 -1.55
C5 -1.54 -0.31 0.34
N1 -2.79 -0.11 -0.35
N2 -1.20 -1.65 -0.09
H1 3.42 1.53 0.26
H2 4.09 -0.04 -0.46
H3 1.92 -1.13 -0.15
H4 0.60 0.22 1.70
H5 1.14 1.69 0.94
H6 -0.83 1.76 -0.11
H7 -0.23 -0.50 -1.62
H8 -1.70 -0.25 1.42
H9 -2.58 -0.10 -1.35
H10 -3.13 0.83 -0.15
H11 -2.08 -2.17 -0.07
H12 -0.60 -2.08 0.61

Properties
HOMO-LUMO gap, eV: 10.307
SMILES string: C=CC[C@@H](O)C(N)N

Which is most stable? The ranking, best first, is (2), (1).

(1)
A single C5H12N2O molecule, computed with ωB97M-V with the def2-TZVPD basis set.

Atoms and positions in Å:
N1 -0.63 3.07 -0.42
C1 -1.27 1.75 -0.53
C2 -1.08 0.71 0.55
C3 0.28 0.07 0.67
C4 0.64 -0.87 -0.49
N2 0.47 -2.28 -0.15
C5 1.57 -3.10 -0.09
O1 2.68 -2.84 -0.48
H1 0.28 3.00 -0.83
H2 -0.58 3.34 0.55
H3 -0.93 1.33 -1.48
H4 -2.35 1.93 -0.64
H5 -1.29 1.25 1.49
H6 -1.91 -0.01 0.53
H7 0.99 0.89 0.85
H8 0.44 -0.46 1.62
H9 -0.03 -0.66 -1.33
H10 1.66 -0.64 -0.76
H11 -0.22 -2.41 0.58
H12 1.27 -4.07 0.36

Properties
HOMO-LUMO gap, eV: 10.398
SMILES string: NCCCCNC=O

(2)
2 unconnected molecules or ions with the total composition C5H12N2O, computed with ωB97M-V with the def2-TZVPD basis set.

Atoms and positions in Å:
C1 -0.50 -1.76 1.02
O1 -1.50 -2.01 1.91
C2 -0.21 -0.31 1.12
C3 0.84 0.21 0.13
C4 0.38 0.20 -1.31
C5 0.10 1.35 -1.96
N1 -0.41 1.45 -3.25
N2 0.14 0.01 2.51
H1 -0.76 -1.94 -0.05
H2 0.47 -2.29 1.21
H3 -1.56 -0.59 2.36
H4 -1.16 0.25 0.90
H5 1.10 1.27 0.40
H6 1.74 -0.43 0.29
H7 0.26 -0.76 -1.80
H8 0.24 2.30 -1.42
H9 -0.16 2.27 -3.78
H10 -0.34 0.64 -3.83
H11 0.64 0.87 2.62
H12 0.68 -0.73 2.94

Properties
HOMO-LUMO gap, eV: 9.141

Which is most stable? The ranking, best first, is (1), (2).

(1)
2 unconnected molecules or ions with the total composition C5H12N2O, computed with ωB97M-V with the def2-TZVPD basis set.

Atoms and positions in Å:
H1 1.05 -0.82 2.68
N1 0.50 -0.75 1.83
C1 -0.20 0.31 1.74
C2 -1.09 0.62 0.62
C3 -1.43 1.91 0.45
N2 -1.62 -0.37 -0.18
C4 -1.07 -1.69 -0.39
H2 -0.02 1.18 2.38
H3 -1.06 2.68 1.11
H4 -2.06 2.23 -0.36
H5 -2.13 -0.01 -0.97
H6 -1.86 -2.35 -0.73
H7 -0.25 -1.69 -1.12
H8 -0.68 -2.07 0.56
C5 2.10 0.22 -1.62
O1 1.87 0.38 -0.25
H9 1.21 -0.11 -2.18
H10 2.38 1.20 -2.01
H11 2.93 -0.46 -1.84
H12 1.43 -0.41 0.29

Properties
HOMO-LUMO gap, eV: 8.618
SMILES string: [H]/N=C/C(=C)NC.CO

(2)
2 unconnected molecules or ions with the total composition C5H12N2O, computed with ωB97M-V with the def2-TZVPD basis set.

Atoms and positions in Å:
H1 -1.49 2.22 0.62
N1 -1.69 1.51 -0.07
C1 -1.98 0.37 0.36
C2 -2.38 -0.79 -0.47
H2 -1.83 0.05 1.45
H3 -2.19 -0.59 -1.52
H4 -1.80 -1.66 -0.14
H5 -3.43 -1.04 -0.29
C3 2.30 0.19 -1.09
C4 0.92 -0.33 -0.71
C5 0.61 -0.53 0.88
N2 1.16 0.43 1.67
O1 0.35 -1.63 1.31
H6 2.43 1.21 -0.74
H7 2.41 0.20 -2.17
H8 3.08 -0.44 -0.66
H9 0.80 -1.35 -1.09
H10 0.19 0.27 -1.25
H11 1.75 1.18 1.34
H12 0.79 0.72 2.56

Properties
HOMO-LUMO gap, eV: 10.560
SMILES string: [H]/N=C/C.CCC(N)=O

Which is most stable? The ranking, best first, is (2), (1).

(1)
A single C18H19NO2 molecule, computed with ωB97M-V with the def2-TZVPD basis set.

Atoms and positions in Å:
C1 1.97 -2.03 5.51
C2 2.51 -0.86 4.70
C3 1.71 -0.61 3.42
C4 1.82 -1.76 2.42
N1 1.20 -1.43 1.15
C5 -0.01 -1.91 0.79
O1 -0.63 -2.73 1.43
C6 -0.51 -1.35 -0.54
C7 -0.83 0.11 -0.44
C8 -0.90 0.85 0.70
O2 -1.21 2.14 0.46
C9 -1.34 2.26 -0.87
C10 -1.64 3.44 -1.57
C11 -1.73 3.36 -2.92
C12 -1.54 2.14 -3.62
C13 -1.65 2.10 -5.02
C14 -1.49 0.92 -5.71
C15 -1.22 -0.26 -5.02
C16 -1.10 -0.25 -3.65
C17 -1.24 0.94 -2.92
C18 -1.13 1.03 -1.51
H1 2.50 -2.11 6.46
H2 2.08 -2.97 4.98
H3 0.91 -1.88 5.73
H4 3.56 -1.05 4.44
H5 2.48 0.04 5.31
H6 2.09 0.31 2.95
H7 0.66 -0.45 3.67
H8 2.87 -2.00 2.24
H9 1.30 -2.64 2.79
H10 1.61 -0.68 0.62
H11 0.27 -1.50 -1.29
H12 -1.40 -1.91 -0.83
H13 -0.77 0.56 1.73
H14 -1.79 4.36 -1.03
H15 -1.95 4.25 -3.50
H16 -1.88 3.01 -5.55
H17 -1.58 0.90 -6.79
H18 -1.10 -1.18 -5.56
H19 -0.90 -1.17 -3.13

Properties
HOMO-LUMO gap, eV: 8.520
SMILES string: CCCCNC(=O)Cc1coc2ccc3ccccc3c12

(2)
A single C18H19NO2 molecule, computed with ωB97M-V with the def2-TZVPD basis set.

Atoms and positions in Å:
O1 -0.61 4.65 1.96
C1 -0.16 3.53 1.88
O2 0.46 3.02 0.79
C2 0.55 1.66 0.60
C3 0.89 1.17 -0.66
C4 1.15 -0.22 -0.83
C5 1.26 -0.98 0.42
C6 0.84 -0.45 1.67
C7 0.40 0.83 1.74
C8 -0.11 1.39 3.03
C9 -0.52 2.68 2.97
C10 -1.23 3.22 4.17
C11 -1.19 1.90 5.19
C12 -0.34 0.82 4.38
C13 1.72 -2.35 0.25
C14 2.49 -2.65 -1.04
C15 1.57 -2.22 -2.17
N1 1.37 -0.73 -2.06
C16 1.15 0.15 -3.29
C17 0.14 1.23 -3.13
C18 0.76 2.04 -1.95
H1 0.75 -1.08 2.59
H2 -0.75 4.05 4.69
H3 -2.33 3.57 3.95
H4 -0.72 2.22 6.13
H5 -2.21 1.63 5.49
H6 0.58 0.61 4.88
H7 -0.85 -0.12 4.34
H8 2.24 -2.61 1.12
H9 0.79 -2.89 0.18
H10 2.95 -3.65 -1.04
H11 3.45 -2.08 -0.95
H12 1.98 -2.39 -3.16
H13 0.62 -2.75 -2.09
H14 0.93 -0.48 -4.25
H15 2.09 0.56 -3.49
H16 -0.79 0.77 -2.88
H17 0.00 1.84 -4.05
H18 1.63 2.34 -2.37
H19 0.21 2.94 -1.84

Properties
HOMO-LUMO gap, eV: 7.901
SMILES string: O=c1oc2c3c4c(cc2c2c1CCC2)CCCN4CCC3

Which is most stable? The ranking, best first, is (1), (2).

(1)
A single C2H4N2O2 molecule, computed with ωB97M-V with the def2-TZVPD basis set.

Atoms and positions in Å:
H1 1.15 -0.96 -1.27
N1 1.03 -1.56 -0.51
C1 0.46 -1.10 0.52
C2 -0.18 0.17 0.80
O1 0.01 1.09 -0.31
N2 -1.12 1.20 -1.12
O2 -0.94 1.99 -2.01
H2 0.56 -1.74 1.39
H3 0.24 0.64 1.60
H4 -1.20 0.28 0.92

Properties
HOMO-LUMO gap, eV: 10.308
SMILES string: [H]/N=C\CON=O

(2)
2 unconnected molecules or ions with the total composition C2H4N2O2, computed with ωB97M-V with the def2-TZVPD basis set.

Atoms and positions in Å:
C1 -2.75 0.79 0.20
N1 -1.93 -0.01 0.03
O1 -1.14 -0.88 -0.05
H1 -3.38 1.61 0.16
N2 1.85 -0.80 0.24
C2 1.33 0.27 -0.38
O2 1.32 1.39 0.08
H2 2.13 -0.69 1.20
H3 1.61 -1.72 -0.08
H4 0.96 0.05 -1.39

Properties
HOMO-LUMO gap, eV: 10.657
SMILES string: C#[N+][O-].NC=O

Which is most stable? The ranking, best first, is (2), (1).

(1)
A molecular structure, C2H6N3O2, computed with ωB97M-V with the def2-TZVPD basis set.

Atoms and positions in Å:
C1 -0.69 1.13 0.22
C2 0.03 -1.06 -0.51
N1 -2.18 -0.78 0.15
N2 1.35 -0.82 0.87
N3 -1.02 -0.24 -0.10
O1 2.29 -0.02 0.44
O2 -3.07 -0.03 0.64
H1 -0.47 1.70 -0.68
H2 -1.54 1.55 0.75
H3 0.21 1.11 0.85
H4 -0.26 -2.10 -0.59
H5 0.58 -0.67 -1.36
H6 1.71 -1.81 0.83

Properties
HOMO-LUMO gap (spin up / spin down), eV: 6.493 / 6.494
Net charge: -1

(2)
2 unconnected molecules or ions with the total composition C2H6N3O2, computed with ωB97M-V with the def2-TZVPD basis set.

Atoms and positions in Å:
N1 -3.01 0.52 1.27
C1 -1.66 0.23 0.97
N2 -1.05 0.85 0.05
H1 -3.21 0.56 2.26
H2 -3.32 1.35 0.77
H3 -1.24 -0.59 1.58
H4 -0.15 0.43 -0.36
N3 2.89 -0.72 -1.49
C2 1.71 -0.27 -0.87
O1 1.83 0.62 0.02
O2 0.62 -0.83 -1.24
H5 3.76 -0.51 -1.01
H6 2.83 -1.64 -1.94

Properties
HOMO-LUMO gap, eV: 8.572
Net charge: -1

Which is most stable? The ranking, best first, is (2), (1).